# 1
This record from OMol25 describes a structure of composition C35H32Cl5GaIN2O3PSi. The level of theory is ωB97M-V with the def2-TZVPD basis set.

The geometry in XYZ format:
```
81
Properties=species:S:1:pos:R:3:forces:R:3:mulliken_charge:R:1
Ga 0.06631 -1.10060 0.35521 0.4 -0.7 -0.3 -1.449
I -1.35608 1.39676 2.09892 -0.2 0.2 0.1 0.310
C -1.44914 3.49389 1.92668 0.0 0.1 0.1 0.079
C -1.89308 4.04122 3.10308 0.0 0.0 0.0 -0.762
C -2.11520 5.41997 3.25201 0.0 0.0 0.0 -0.896
C -1.89282 6.23749 2.19214 0.0 0.0 0.0 -0.855
C -1.42497 5.71536 0.96254 0.0 0.0 0.0 0.951
C -1.21117 6.63453 -0.08983 0.0 0.0 0.0 -0.818
C -0.74815 6.21931 -1.29795 0.0 0.0 0.0 -1.234
C -0.47385 4.85726 -1.47809 0.0 0.0 0.0 -0.146
C -0.66146 3.90960 -0.49929 0.0 0.0 0.0 0.882
P -0.14631 2.19325 -1.00748 0.1 0.0 0.0 0.776
C -1.08447 2.10984 -2.59145 0.0 0.1 0.0 0.814
C -0.60628 2.39064 -3.87004 0.0 0.0 0.0 -0.080
C -1.44805 2.32406 -4.97330 0.0 0.0 0.0 -0.893
C -2.78620 1.99405 -4.81414 0.0 0.0 0.0 -0.663
C -3.27763 1.72337 -3.54379 0.0 0.0 0.0 -0.659
C -2.43011 1.76451 -2.44727 0.0 0.0 0.0 -0.962
C 1.57897 2.55685 -1.51448 0.0 0.0 0.0 0.428
C 2.20517 1.81616 -2.51568 0.0 0.0 0.0 -0.020
C 3.52816 2.05223 -2.85839 0.0 0.0 0.0 -1.016
C 4.26395 3.01243 -2.18095 0.0 0.0 0.0 -0.767
C 3.66932 3.72158 -1.14720 0.0 0.0 0.0 -0.639
C 2.34043 3.49754 -0.81870 0.0 0.0 0.0 -0.920
C -1.16971 4.31530 0.78398 0.0 0.0 0.0 0.494
H -2.09195 3.39354 3.94546 0.0 0.0 0.0 0.393
H -2.46791 5.80669 4.19852 0.0 0.0 0.0 0.394
H -2.06317 7.30455 2.26227 0.0 0.0 0.0 0.361
H -1.42528 7.67997 0.09618 0.0 0.0 0.0 0.377
H -0.58107 6.91797 -2.10693 0.0 0.0 0.0 0.439
H -0.08134 4.54444 -2.43713 0.0 0.0 0.0 0.305
H 0.42426 2.68579 -4.01346 0.0 0.0 0.0 0.481
H -1.05756 2.54839 -5.95815 0.0 0.0 0.0 0.440
H -3.44493 1.95579 -5.67222 0.0 0.0 0.0 0.387
H -4.32331 1.47840 -3.40674 0.0 0.0 0.0 0.466
H -2.81938 1.53889 -1.45854 0.0 0.0 0.0 0.367
H 1.65865 1.04167 -3.03538 0.0 0.0 0.0 0.330
H 3.98816 1.47282 -3.64907 0.0 0.0 0.0 0.395
H 5.29797 3.19419 -2.44360 0.0 0.0 0.0 0.370
H 4.23836 4.45822 -0.59436 0.0 0.0 0.0 0.430
H 1.89062 4.07322 -0.01917 0.0 0.0 0.0 0.485
C -0.78162 -1.43883 -3.84432 0.0 0.0 0.0 -2.093
C -0.73827 -1.27874 -2.36163 0.0 0.1 0.0 0.393
N 0.34334 -1.19297 -1.66689 0.0 -0.2 0.0 1.686
O 1.59409 -1.32500 -2.24084 0.0 0.1 -0.1 -0.449
C -1.97599 -1.24493 -1.60392 0.0 0.0 0.0 0.242
C -3.33575 -1.49675 -2.15528 0.0 0.0 0.0 -1.746
N -1.83274 -1.05313 -0.31329 -0.1 0.2 0.1 0.950
O -2.82394 -1.04999 0.46421 0.0 0.0 0.0 -0.838
H 0.18315 -1.28110 -4.32186 0.0 0.0 0.0 0.587
H -1.47501 -0.70274 -4.25524 0.0 0.0 0.0 0.248
H -1.15427 -2.43174 -4.10439 0.0 0.0 0.0 0.425
H 1.49333 -1.86500 -3.03739 0.0 -0.1 0.1 0.305
H -3.32630 -1.63394 -3.23385 0.0 0.0 0.0 0.475
H -4.00358 -0.67034 -1.90629 0.0 0.0 0.0 0.274
H -3.76260 -2.38486 -1.68251 0.0 0.0 0.0 0.379
C 4.25296 -0.14908 -0.07536 0.0 0.0 0.0 -0.732
Si 3.04761 -0.23475 1.34758 0.0 0.0 0.1 0.602
C 3.29590 1.22859 2.48394 0.0 0.0 0.0 -1.053
C 3.36567 -1.82727 2.28868 0.0 0.0 0.0 -1.121
O 1.51859 -0.16899 0.77943 -0.1 0.2 0.0 1.026
H 5.28238 -0.25050 0.27850 0.0 0.0 0.0 0.495
H 4.16586 0.80378 -0.59909 0.0 0.0 0.0 0.004
H 4.05793 -0.94599 -0.79685 0.0 0.0 0.0 0.201
H 4.23897 1.16525 3.03193 0.0 0.0 0.0 0.421
H 2.48291 1.28251 3.21217 0.0 0.0 0.0 0.236
H 3.29836 2.16068 1.91337 0.0 0.0 0.0 0.232
H 4.42410 -1.90227 2.55131 0.0 0.0 0.0 0.457
H 3.11293 -2.70365 1.68520 0.0 0.0 0.0 0.257
H 2.78912 -1.87764 3.21457 0.0 0.0 0.0 0.241
Cl -0.08255 -1.42802 3.49717 0.0 0.0 0.0 -0.236
C 0.04037 -2.93823 2.65197 0.0 0.1 0.0 0.754
C 0.04907 -2.91096 1.26226 0.0 0.0 0.0 -1.529
C 0.10787 -4.14926 0.63608 0.0 0.0 -0.1 1.155
Cl 0.08996 -4.25091 -1.10268 0.0 0.0 0.0 -0.213
C 0.18173 -5.35165 1.33935 0.0 0.0 0.0 -0.221
Cl 0.26109 -6.85982 0.51655 0.0 0.0 0.0 -0.193
C 0.19194 -5.32762 2.73129 0.0 0.0 0.0 0.606
Cl 0.28684 -6.79261 3.62195 0.0 0.0 0.0 -0.192
C 0.11570 -4.10799 3.39905 0.0 0.0 0.0 -0.214
Cl 0.11790 -4.06415 5.11592 0.0 0.0 0.0 -0.191
```
Positions in Å, forces in eV/Å.

Computed properties:
Highest occupied orbital energy = -7.967 eV
M = 961.60 g/mol
E_tot = -186193.40211 eV
E_LUMO = -0.205 eV
Orbital gap = 7.76 eV

=====

# 2
This record from OMol25 describes a cluster of 4 separate species, C35H32F2N4O3 in total in a non-equilibrium geometry. The level of theory is ωB97M-V with the def2-TZVPD basis set.

The geometry in XYZ format:
```
76
Properties=species:S:1:pos:R:3:forces:R:3:mulliken_charge:R:1
C 1.88140 -3.10138 0.81184 -0.1 0.7 -0.2 -1.335
C 2.93479 -2.00756 0.63488 0.5 -0.5 -0.5 0.943
O 3.22080 -1.27790 1.85006 -0.4 0.6 -0.4 -0.471
C 2.28555 -0.29550 2.00649 0.2 -0.5 -0.1 0.415
C 1.28850 -0.42666 2.86822 -0.7 0.5 0.1 -0.629
C 0.28432 0.68668 2.97668 0.3 -0.1 0.2 -0.127
O -0.18545 1.01699 4.04829 0.0 -0.3 -0.6 -0.569
C -0.04385 1.36428 1.66029 -0.1 -0.2 0.5 -0.479
C -1.30850 1.82007 1.33227 -0.1 -0.4 0.8 0.491
C -2.46550 1.64201 2.29963 -0.6 0.5 -0.6 -1.532
C -3.72957 0.97882 1.71967 0.2 -0.6 0.9 0.680
C -3.61022 -0.52204 1.52339 0.1 0.9 -0.2 0.580
C -2.83124 -1.36158 2.29277 0.1 0.6 0.2 -0.172
C -2.84559 -2.70924 2.02979 1.0 -1.1 1.0 -0.812
C -3.60163 -3.25981 1.03731 -0.7 -0.4 -1.0 -0.546
C -4.35973 -2.42313 0.23654 0.0 -0.5 -0.1 -0.687
C -4.34538 -1.08005 0.49889 -0.8 0.6 -0.8 -0.291
C -1.45650 2.44469 0.09400 -1.4 0.3 -0.2 0.041
N -2.69264 3.01034 -0.37577 0.2 -0.3 0.6 -0.677
C -0.40577 2.57047 -0.76874 0.5 0.2 -0.8 0.930
F -0.56960 3.14223 -1.96131 -0.1 0.1 -0.1 -0.306
C 0.84419 2.11217 -0.43768 0.2 0.1 -0.1 0.460
F 1.86449 2.23280 -1.28335 -0.3 0.2 0.0 -0.371
C 1.00803 1.51112 0.76862 1.7 -0.8 1.0 0.977
C 2.36706 0.95475 1.15123 0.5 0.2 -0.3 -0.269
O 3.42279 1.44596 0.80512 -0.9 -0.6 0.2 -0.578
H 0.89484 -2.62295 0.82109 0.0 -0.2 0.2 0.333
H 1.92048 -3.72108 -0.08850 0.0 -0.2 0.3 0.393
H 1.99917 -3.68267 1.72699 0.2 -0.1 -0.2 0.307
H 3.89589 -2.38834 0.26902 -0.4 -0.1 0.3 -0.345
H 2.56721 -1.34699 -0.16474 0.2 0.2 0.3 0.095
H 1.16905 -1.31078 3.48458 0.1 0.2 0.1 0.499
H -2.71637 2.64325 2.68072 -0.1 -0.2 0.0 0.308
H -2.18934 1.07072 3.18079 0.3 0.2 -0.1 0.696
H -4.09228 1.40801 0.79240 0.0 0.1 0.1 -0.867
H -4.52735 1.14158 2.44976 0.0 0.1 -0.2 0.361
H -2.22714 -0.95228 3.09548 0.0 -0.2 0.0 0.409
H -2.23494 -3.38287 2.62604 0.0 0.2 0.1 0.409
H -3.64488 -4.32426 0.83710 0.3 0.0 0.2 0.390
H -4.95014 -2.82078 -0.58096 0.0 0.0 0.1 0.392
H -4.96695 -0.43196 -0.11703 0.1 0.0 0.1 0.309
H -3.23241 3.25944 0.44712 -0.2 0.1 -0.2 0.414
H -3.20865 2.26730 -0.83935 -0.1 0.3 -0.2 0.270
C -8.44621 4.34623 1.00948 -0.1 0.1 0.0 -0.093
C -7.54806 3.88632 0.06086 0.0 0.0 0.0 -0.853
C -6.59921 2.95627 0.45415 0.1 -0.1 0.1 0.069
N -6.49577 2.47853 1.69429 -0.3 0.2 -0.1 -0.127
C -7.36874 2.93525 2.59254 0.1 -0.1 0.0 -0.093
C -8.35836 3.86209 2.30408 0.0 0.0 0.0 -0.675
H -9.20400 5.07217 0.74344 0.0 0.0 0.0 0.376
H -7.58178 4.23962 -0.96060 0.0 0.0 0.0 0.364
H -5.87769 2.56643 -0.25799 0.0 0.0 -0.1 0.295
H -7.26067 2.53151 3.59358 -0.1 0.0 0.0 0.367
H -9.04075 4.19523 3.07386 0.0 0.0 0.0 0.364
C 7.84872 -4.90377 -0.93171 0.1 -0.1 0.0 -0.107
C 6.94375 -5.17745 -1.94337 0.0 0.0 0.0 -0.462
C 5.76301 -4.45290 -1.98204 -0.2 0.1 0.0 -0.336
N 5.44244 -3.50756 -1.09839 0.3 -0.2 0.1 -0.327
C 6.32761 -3.26107 -0.13065 -0.2 0.1 -0.1 0.068
C 7.53784 -3.92428 -0.00395 0.0 0.0 0.0 -0.783
H 8.78349 -5.44641 -0.86724 0.0 0.0 0.0 0.373
H 7.14794 -5.93498 -2.68753 0.0 0.0 0.0 0.358
H 5.02780 -4.63107 -2.75915 0.0 0.0 0.0 0.378
H 6.04264 -2.48898 0.57740 0.1 0.0 0.0 0.372
H 8.21697 -3.67938 0.80104 0.0 0.0 0.0 0.351
C 3.47930 2.17628 -4.98817 0.0 0.0 0.0 -0.501
C 4.37123 1.70932 -5.94009 0.0 0.0 0.0 -0.330
C 5.30896 0.76446 -5.55284 0.1 -0.1 0.1 -0.288
N 5.40573 0.28011 -4.31528 -0.1 0.1 0.0 -0.519
C 4.53978 0.74318 -3.41334 0.1 -0.1 0.0 -0.402
C 3.56067 1.68515 -3.69538 0.1 0.0 -0.1 -0.191
H 2.73044 2.91363 -5.25010 0.0 0.0 0.0 0.405
H 4.34138 2.06844 -6.96006 0.0 0.0 0.0 0.357
H 6.02521 0.36833 -6.26496 0.0 0.0 0.0 0.348
H 4.64395 0.33278 -2.41428 -0.1 0.0 0.0 0.508
H 2.88546 2.02271 -2.92722 0.1 0.0 -0.2 0.695
```
Positions in Å, forces in eV/Å.

Computed properties:
Highest occupied orbital energy = -9.196 eV
M = 594.66 g/mol
E_tot = -54349.91165 eV
SMILES = CCOC1=CC(=O)c2c(CCc3ccccc3)c(N)c(F)c(F)c2C1=O.c1ccncc1.c1ccncc1.c1ccncc1
E_LUMO = -0.673 eV
Orbital gap = 8.52 eV

=====

# 3
This record from OMol25 describes a structure of composition C35H32IrN5O2 in a non-equilibrium geometry. The level of theory is ωB97M-V with the def2-TZVPD basis set.

The geometry in XYZ format:
```
75
Properties=species:S:1:pos:R:3:forces:R:3:mulliken_charge:R:1
Ir 0.05990 -0.41223 -0.11882 -1.4 3.7 0.9 3.210
C 0.41575 -0.92458 4.44926 -0.1 0.8 0.2 -0.773
C 0.49506 0.40005 4.89913 0.0 -1.0 0.0 -0.816
C 0.30658 1.42733 4.00741 -0.3 0.3 -1.1 -0.769
C 0.07253 1.14367 2.64759 0.3 -1.7 1.3 0.317
N 0.03932 -0.14525 2.24401 0.7 0.0 -1.8 0.045
C 0.17608 -1.13816 3.10537 0.0 -0.4 0.2 -0.578
C -0.08340 2.14327 1.61892 -0.2 0.5 -2.1 0.650
C -0.18880 3.49778 1.90735 0.0 0.1 -0.1 -0.916
C -0.36995 4.41351 0.88545 0.0 -0.6 -0.3 -1.227
C -0.50486 3.94755 -0.41635 0.0 0.2 0.4 -0.947
C -0.41080 2.59131 -0.68116 0.6 -0.4 1.8 0.704
N -0.13610 1.69477 0.31941 -0.3 0.4 0.3 0.285
C -0.67796 2.04315 -1.99363 -0.2 -0.8 -1.6 0.426
C -0.96529 2.81156 -3.13551 0.2 -0.1 1.0 -1.104
C -1.37438 2.19090 -4.29357 -0.1 -0.8 -0.2 -0.621
C -1.48617 0.79789 -4.31964 0.0 0.8 0.1 -1.014
C -1.12361 0.09693 -3.18622 -0.2 -0.4 -0.3 -0.278
N -0.71675 0.69847 -2.08253 1.1 -0.9 1.5 -0.001
H 0.53507 -1.75836 5.12080 0.0 -0.1 0.1 0.501
H 0.71278 0.60996 5.93651 0.0 0.0 0.0 0.459
H 0.35484 2.45132 4.33628 0.0 0.1 0.1 0.501
H 0.10820 -2.13526 2.69110 0.1 0.0 0.0 0.487
H -0.14007 3.83970 2.92768 0.0 0.0 0.1 0.498
H -0.44308 5.46508 1.09814 0.0 0.2 0.0 0.485
H -0.72241 4.63947 -1.21117 0.0 0.1 -0.1 0.448
H -0.86576 3.88285 -3.09643 -0.1 0.1 0.0 0.497
H -1.62604 2.77604 -5.16581 0.0 0.0 0.0 0.458
H -1.84049 0.27294 -5.19043 0.0 -0.1 -0.1 0.501
H -1.18236 -0.98375 -3.14446 0.0 0.0 0.1 0.419
C -4.53253 -0.88646 2.44053 -0.1 0.0 -0.1 -1.591
C -4.43105 -0.61221 0.93618 -0.4 0.0 0.0 1.813
C -5.04414 0.75310 0.59551 -0.1 -0.2 0.1 -1.647
C -5.15010 -1.71525 0.14960 0.0 0.1 0.2 -1.662
C -3.03389 -0.59427 0.55842 1.7 0.1 -0.3 -0.876
C -1.85531 -0.58625 0.25779 -1.2 -0.1 0.3 -0.134
H -5.57684 -0.90463 2.74020 -0.2 0.0 0.1 0.425
H -4.02025 -0.11370 3.00942 0.1 0.1 0.1 0.295
H -4.08582 -1.84815 2.68071 0.0 -0.1 0.0 0.349
H -6.09566 0.75818 0.87110 -0.2 0.1 0.0 0.423
H -4.96345 0.95052 -0.47054 0.0 0.0 -0.1 0.357
H -4.53819 1.54854 1.13803 0.1 0.1 0.1 0.306
H -6.20279 -1.71962 0.42125 -0.2 -0.1 0.0 0.436
H -4.72306 -2.68807 0.38017 0.0 -0.1 0.0 0.338
H -5.06161 -1.54485 -0.92025 0.0 0.0 -0.1 0.323
C 2.04946 -0.86034 -2.94997 -0.2 -0.1 -0.1 -1.128
C 2.73524 -0.28714 -1.77992 -0.1 0.0 0.2 0.614
C 4.11090 0.10797 -1.76982 0.3 0.2 0.5 -1.196
C 4.38322 0.51117 -0.49712 0.0 -0.1 -0.6 -1.116
C 3.17349 0.35144 0.24506 0.1 -0.1 -0.3 0.372
C 3.05656 0.57715 1.68983 -0.2 0.0 0.2 -0.769
N 2.18160 -0.10404 -0.56318 -0.2 -0.1 -0.1 0.425
H 2.74197 -1.49978 -3.49905 0.0 0.0 0.0 0.517
H 1.74204 -0.06606 -3.63626 0.0 0.0 0.0 0.277
H 1.16668 -1.42857 -2.66420 0.0 0.0 0.0 -0.028
H 4.76802 0.06322 -2.61299 0.2 0.0 -0.2 0.573
H 5.30741 0.87065 -0.09367 0.2 0.1 0.1 0.566
H 4.03531 0.76275 2.12415 0.0 0.0 0.0 0.494
H 2.60986 -0.29844 2.16067 0.0 -0.1 0.0 0.127
H 2.41655 1.43383 1.90795 0.1 0.0 0.0 0.082
O -1.65226 -2.73995 -1.77726 0.1 -0.4 -0.3 -0.635
C -0.68837 -3.18933 -1.19331 -0.2 1.0 0.0 -0.061
N 0.21556 -2.40659 -0.49085 0.2 0.1 0.1 1.108
C 1.23691 -3.18209 0.03362 -0.3 1.0 0.0 0.031
O 2.11256 -2.72233 0.73963 0.3 -0.4 0.3 -0.635
C 1.00173 -4.57189 -0.40554 -0.5 -0.7 -0.5 0.127
C 1.72398 -5.73304 -0.21710 -0.1 0.3 0.0 -0.483
C 1.20344 -6.91070 -0.74190 -0.1 0.0 0.0 -0.520
C -0.01534 -6.92366 -1.40861 0.0 -0.1 0.0 -0.525
C -0.74443 -5.75555 -1.60600 0.1 0.3 0.0 -0.448
C -0.20873 -4.58279 -1.11489 0.6 -0.6 0.3 0.329
H 2.65802 -5.72510 0.32121 0.1 0.0 0.1 0.534
H 1.75340 -7.83114 -0.61331 0.0 -0.1 0.0 0.417
H -0.40655 -7.85714 -1.78566 0.0 -0.1 0.0 0.424
H -1.69589 -5.76189 -2.11696 0.0 0.0 -0.1 0.525
```
Positions in Å, forces in eV/Å.

Computed properties:
Highest occupied orbital energy (alpha / beta) = -10.164 / -10.162 eV
M = 746.89 g/mol
E_tot = -51193.57869 eV
E_LUMO (alpha / beta) = -3.755 / -4.302 eV
2S+1 = 2
Charge = +1
Orbital gap (alpha / beta) = 6.41 / 5.86 eV